Entry 1:
C36H88As2F24N8O14S4 | wB97M-V/def2-TZVPD

CARTESIAN COORDINATES (ANGSTROEM)
C  -5.3405  -2.4718  -15.0450
F  -5.3585  -1.0983  -15.0301
F  -6.4997  -2.7564  -15.6027
F  -4.3207  -2.8951  -15.7630
S  -5.2148  -3.0647  -13.2725
O  -4.8856  -4.4843  -13.2760
O  -4.2343  -2.1229  -12.7307
N  -6.8108  -2.9439  -12.6538
S  -6.7640  -1.6077  -11.8315
O  -5.9531  -1.7273  -10.6154
O  -6.6450  -0.3890  -12.6906
C  -8.6947  -1.5888  -11.2980
F  -9.4675  -1.3849  -12.3477
F  -9.0205  -2.8500  -10.9300
F  -8.8750  -0.7531  -10.2839
C  -0.6985  -0.5283  -2.3715
F  -0.0490  0.5864  -2.7567
F  -1.8183  -0.7636  -3.0496
F  0.1184  -1.5267  -2.5756
S  -1.2137  -0.5178  -0.5227
O  -2.0349  0.7163  -0.3341
O  -1.8468  -1.8749  -0.3519
N  0.3218  -0.5175  0.2124
S  0.4887  0.8520  0.9861
O  0.7215  2.0505  0.1362
O  -0.4944  1.0768  1.9949
C  2.2619  0.5251  1.8524
F  2.0556  -0.3577  2.7993
F  3.1062  -0.1100  1.0131
F  2.7833  1.6521  2.3676
C  -8.0531  -3.5307  6.7263
C  -6.7381  -3.1276  7.3402
N  -5.6388  -2.8002  6.2825
C  -4.2942  -2.6432  7.1409
C  -5.4238  -4.0206  5.2536
C  -5.0862  -5.3993  5.9326
C  -5.9006  -1.5055  5.4996
C  -6.2955  -0.2577  6.2612
O  -5.3728  0.0534  7.2394
C  -5.5881  1.2257  8.0341
H  -8.0760  -4.4111  6.0839
H  -8.4400  -2.8092  6.0067
H  -8.8344  -3.7927  7.4397
H  -6.3281  -3.9530  7.9222
H  -6.7728  -2.2491  7.9844
H  -4.0669  -3.5988  7.6133
H  -4.4410  -2.0272  8.0282
H  -3.5911  -2.1525  6.4679
H  -4.6790  -3.7486  4.5056
H  -6.3108  -4.0249  4.6201
H  -5.8107  -5.7526  6.6664
H  -4.1696  -5.4408  6.5210
H  -4.9306  -6.2394  5.2558
H  -6.7791  -1.7601  4.9068
H  -5.0171  -1.3901  4.8717
H  -7.2566  -0.5183  6.7045
H  -6.3840  0.7086  5.7646
H  -6.5551  1.3675  8.5167
H  -5.3220  2.0318  7.3504
H  -4.8284  1.1814  8.8146
C  10.4484  3.1059  8.7752
C  11.5380  3.0449  7.7123
N  12.9185  2.3776  8.1227
C  13.8099  2.1828  6.9444
C  13.6562  3.3453  9.1454
C  14.8653  2.5909  9.7658
C  12.6885  1.0243  8.8892
C  11.7746  -0.1091  8.3139
O  11.5172  -0.2028  6.8841
C  10.2406  -0.6576  6.5003
H  10.8554  3.7848  9.5245
H  10.0647  2.2304  9.2990
H  9.5102  3.5701  8.4711
H  11.8854  3.9953  7.3071
H  11.1796  2.3323  6.9694
H  14.7020  1.6203  7.2198
H  14.0023  3.1298  6.4401
H  13.2401  1.5269  6.2862
H  13.0049  3.7447  9.9228
H  13.8961  4.2236  8.5460
H  15.4902  3.3754  10.1927
H  15.5896  2.1520  9.0796
H  14.5943  1.9038  10.5674
H  12.3591  1.3193  9.8855
H  13.6577  0.5354  8.9871
H  10.8232  0.0313  8.8270
H  12.1354  -1.0889  8.6268
H  9.9996  -1.6736  6.8129
H  10.1677  -0.7137  5.4142
H  9.4097  -0.1770  7.0168
C  1.2836  8.7382  -6.8553
C  1.1330  8.0931  -5.3743
C  1.6403  6.6043  -5.2801
O  3.0753  6.5020  -5.3615
C  3.6569  5.4056  -4.7243
N  1.9692  8.9585  -4.4467
H  2.0620  8.5143  -3.5444
H  2.8906  8.9060  -4.8570
H  1.7028  9.9302  -4.5169
H  2.2988  8.5552  -7.2076
H  1.3199  9.8276  -6.8557
H  0.5803  8.4132  -7.6220
H  0.1178  8.2456  -5.0079
H  1.0533  6.0978  -6.0462
H  1.1293  6.1139  -4.4515
H  4.5271  5.2410  -5.3596
H  3.1171  4.4717  -4.5674
H  3.9849  5.8408  -3.7803
C  -3.7245  -8.1934  -8.1233
C  -5.2057  -8.0710  -7.5620
C  -5.4664  -7.0286  -6.4807
O  -6.7718  -6.6945  -6.3215
C  -7.0997  -6.5228  -4.9747
N  -6.1531  -7.8072  -8.7661
H  -6.0822  -6.8724  -9.1418
H  -5.8449  -8.3387  -9.5677
H  -7.0849  -8.1122  -8.5236
H  -3.6036  -9.0335  -8.8072
H  -2.9951  -8.2978  -7.3200
H  -3.2724  -7.4628  -8.7941
H  -5.6318  -8.9920  -7.1640
H  -4.9169  -6.1349  -6.7765
H  -4.9031  -7.2193  -5.5672
H  -6.4867  -5.6717  -4.6781
H  -6.8699  -7.3561  -4.3107
H  -8.1493  -6.2326  -5.0206
C  1.9914  -7.6092  0.4235
C  3.2273  -6.9039  1.0411
C  4.6236  -7.6113  1.0005
O  5.6976  -6.7316  1.4076
C  6.9023  -7.3558  1.6489
N  3.4336  -5.5383  0.3437
H  2.6854  -4.9044  0.5858
H  4.3014  -5.1339  0.6653
H  3.3083  -5.7190  -0.6420
H  2.2363  -8.2092  -0.4529
H  1.0603  -7.1304  0.1201
H  1.6730  -8.4577  1.0292
H  2.9783  -6.5263  2.0329
H  4.9687  -7.9200  0.0137
H  4.7658  -8.5759  1.4878
H  7.4553  -6.5791  2.1771
H  7.3595  -7.5767  0.6844
H  6.9741  -8.1815  2.3568
C  -8.0467  3.9560  -3.9352
C  -8.7192  5.1205  -3.1050
C  -10.2400  5.2321  -3.1427
O  -10.4841  6.4196  -2.4420
C  -11.8694  6.7371  -2.4370
N  -8.3182  4.9286  -1.7086
H  -7.3283  5.1085  -1.6200
H  -8.9926  5.4957  -1.2148
H  -8.6010  3.9820  -1.4987
H  -6.9734  3.9066  -4.1185
H  -8.3347  3.9834  -4.9861
H  -8.3753  3.0022  -3.5225
H  -8.2260  6.0624  -3.3451
H  -10.6346  4.3005  -2.7371
H  -10.5953  5.2298  -4.1731
H  -12.3340  6.5734  -3.4093
H  -12.1201  7.7292  -2.0617
H  -12.2800  5.9473  -1.8079
As  -2.1196  8.5202  1.7253
F  -1.6902  9.9001  2.8602
F  -3.7809  8.5038  2.4661
F  -2.7206  7.3191  0.5854
F  -0.5390  8.6961  0.8860
F  -1.3932  7.3857  2.8416
F  -2.7713  9.8732  0.6233
As  10.8455  3.0071  -0.4384
F  9.7518  4.3783  -0.6313
F  11.5034  3.7772  1.0044
F  12.1198  1.6975  -0.2143
F  10.0911  2.1932  -1.9450
F  11.9945  4.0386  -1.4081
F  9.6031  2.1789  0.5110

Results
Charge   +2
Energy above the lowest of the compared OMol25 structures with the same formula, charge and spin   179.9 kcal/mol
E_tot   -309556.111 eV
Gap between HOMO and LUMO   0.22798 hartree
Multiplicity   1
HOMO   -9.860 eV



Entry 2:
C10H12INS | wB97M-V/def2-TZVPD

CARTESIAN COORDINATES (ANGSTROEM)
C  2.2852  -1.2608  3.1269
C  1.0171  -1.4865  3.7364
C  2.3843  -0.3300  2.1519
C  -0.0863  -0.7714  3.2091
C  1.3215  0.2992  1.6036
C  0.0591  0.0718  2.0514
C  -0.6074  1.1525  -1.4818
C  -1.0799  0.6871  1.5662
C  -1.5018  0.0861  -2.1497
C  -1.4185  -0.0195  -3.7860
N  -1.1415  -1.1901  -1.6693
S  -1.3100  1.7014  0.1900
I  -2.5588  -1.9139  -0.3149
H  3.1792  -1.7959  3.3140
H  1.0272  -2.1690  4.4873
H  3.4493  -0.2730  1.6046
H  -1.0715  -0.8861  3.4684
H  1.5492  1.0041  0.8617
H  0.3418  0.6987  -1.2764
H  -0.3978  2.0770  -2.0609
H  -1.9336  0.4935  2.1874
H  -2.4785  0.4397  -1.9690
H  -0.4708  -0.3776  -4.1798
H  -1.4888  1.0351  -4.1346
H  -2.1368  -0.6874  -4.3016

Results
Charge   0
Energy above the lowest of the compared OMol25 structures with the same formula, charge and spin   94.6 kcal/mol
E_tot   -30985.817 eV
Gap between HOMO and LUMO (alpha / beta)   0.29578 / 0.22263 hartree
Multiplicity   1
HOMO (alpha / beta)   -8.782 / -7.034 eV



Entry 3:
C8H27O5 | wB97M-V/def2-TZVPD

CARTESIAN COORDINATES (ANGSTROEM)
O  -0.8033  0.3991  -0.4396
H  -0.1803  -0.0249  -1.0176
H  -0.5963  1.2411  -0.3296
H  -1.0243  -0.0349  0.3474
C  -0.4473  3.9261  -1.5956
C  0.5947  3.7221  -0.5876
O  0.0877  2.9721  0.4994
H  -1.2783  4.6181  -1.2056
H  -0.8873  3.0701  -1.9396
H  -0.0083  4.4661  -2.5646
H  1.1377  4.6041  -0.1766
H  1.2907  3.0551  -1.0976
H  -0.1033  3.7781  1.0894
C  0.2567  -3.8099  0.6334
C  -0.5783  -3.3629  -0.5396
O  0.1137  -2.1869  -1.1836
H  1.3347  -3.9509  0.4544
H  -0.2433  -4.6719  1.0704
H  0.3417  -3.0019  1.3804
H  -1.5883  -2.9859  -0.2876
H  -0.7173  -4.0279  -1.3776
H  0.9057  -2.4269  -1.5926
C  -3.0123  -0.5639  1.6044
C  -1.8673  -1.1329  2.5954
O  -0.6683  -0.8169  2.0254
H  -3.8803  -0.8239  2.0964
H  -3.1193  -1.1099  0.6164
H  -2.9233  0.5481  1.5734
H  -2.1213  -2.1289  2.5764
H  -2.1533  -0.6519  3.4184
H  0.0667  -0.7869  2.7434
C  2.4967  0.1721  0.0494
C  2.5947  0.3181  -1.3836
O  1.3647  0.6131  -2.1036
H  2.4777  1.1611  0.5954
H  3.3477  -0.3709  0.4954
H  1.9007  -0.6449  0.4214
H  2.9197  -0.6879  -1.9336
H  3.3767  0.9731  -1.6706
H  1.5917  0.5651  -3.2576

Results
Charge   +1
Energy above the lowest of the compared OMol25 structures with the same formula, charge and spin   103.7 kcal/mol
E_tot   -18960.478 eV
Gap between HOMO and LUMO   0.40919 hartree
Multiplicity   1
HOMO   -13.605 eV



Entry 4:
C11H14NO2 | wB97M-V/def2-TZVPD

CARTESIAN COORDINATES (ANGSTROEM)
C  3.1958  1.1715  -0.2986
C  3.2383  -0.0857  -0.8688
C  2.1526  1.5367  0.5479
C  2.2023  -1.0064  -0.5770
C  1.0999  0.7536  0.6868
C  1.0719  -0.5284  0.0629
C  -0.0668  1.0828  1.4230
C  -0.9777  -3.0346  0.0646
C  -1.2194  0.3308  0.7636
C  -0.1310  -1.4042  0.2825
C  -2.9331  1.1354  -0.7921
N  -1.5474  0.8076  -0.6259
O  -0.1822  -2.4600  1.0994
O  -0.8215  -1.9318  -0.7794
H  3.8548  1.9915  -0.5038
H  3.9621  -0.2645  -1.6800
H  2.2838  2.4039  1.1678
H  2.1245  -2.0148  -1.1179
H  -0.0174  0.5869  2.3963
H  -0.2852  2.2019  1.6847
H  -0.6125  -4.0428  -0.1533
H  -2.0545  -3.2332  0.2642
H  -2.0862  0.1555  1.3245
H  -3.6353  0.3984  -0.8116
H  -3.3231  1.8010  0.0605
H  -3.1749  1.7341  -1.7407
H  -1.0562  1.6731  -0.5151
H  -1.0614  0.2418  -1.3642

Results
Charge   +1
Energy above the lowest of the compared OMol25 structures with the same formula, charge and spin   124.7 kcal/mol
E_tot   -17208.601 eV
Gap between HOMO and LUMO   0.35414 hartree
Multiplicity   1
HOMO   -12.339 eV



Entry 5:
C4H7NO | wB97M-V/def2-TZVPD

CARTESIAN COORDINATES (ANGSTROEM)
O  1.1217  -0.8887  1.9531
C  -0.7641  -0.9537  0.5578
C  -0.3486  0.2822  0.1646
C  0.4797  0.4926  -1.0645
C  -0.2799  0.9789  -2.1698
N  -0.9141  1.3726  -3.0393
H  0.7510  -0.5082  2.7772
H  -1.6073  -1.0701  1.2379
H  -0.4554  -1.8600  0.0354
H  0.7892  -0.0435  1.3132
H  -0.8875  1.1554  0.5311
H  0.9838  -0.4045  -1.4243
H  1.2567  1.2327  -0.8762

Results
Charge   0
SMILES string   C=CCC#N.O
Energy above the lowest of the compared OMol25 structures with the same formula, charge and spin   73.1 kcal/mol
E_tot   -7796.476 eV
Gap between HOMO and LUMO   0.37482 hartree
Multiplicity   1
HOMO   -9.685 eV



Entry 6:
C27H26F2N4O2S | wB97M-V/def2-TZVPD

CARTESIAN COORDINATES (ANGSTROEM)
O  2.7240  2.6128  -4.4077
C  3.0492  1.8753  -3.5026
N  2.8375  2.1833  -2.2048
C  3.1450  1.3489  -1.1269
C  2.6037  1.5617  0.1251
C  2.9237  0.7053  1.1760
C  3.8294  -0.3253  0.9655
C  4.3540  -0.5540  -0.2934
C  3.9938  0.2569  -1.3627
N  4.4846  0.0834  -2.6392
H  4.9888  -0.7797  -2.7873
C  3.6746  0.5030  -3.7555
C  2.5678  -0.5090  -4.1296
H  1.9795  -0.1423  -4.9695
H  3.0232  -1.4623  -4.4012
S  1.4347  -0.9148  -2.7600
C  0.1935  0.4490  -2.8583
C  -1.1737  -0.1286  -3.0009
C  -1.6726  -0.4935  -4.2464
C  -2.9238  -1.0562  -4.4061
C  -3.7071  -1.2761  -3.2865
C  -3.2340  -0.9315  -2.0313
C  -1.9801  -0.3646  -1.8946
H  -1.6046  -0.0953  -0.9185
H  -3.8431  -1.1075  -1.1577
H  -4.6852  -1.7180  -3.3963
H  -3.2655  -1.3158  -5.3955
F  -0.9088  -0.2855  -5.3409
H  0.4620  1.0618  -3.7161
H  0.2784  1.0268  -1.9384
H  4.3206  0.6056  -4.6376
H  5.0361  -1.3742  -0.4588
H  4.1042  -0.9638  1.7904
C  2.3253  0.9118  2.5298
O  2.9957  1.1980  3.5034
N  0.9728  0.7890  2.5916
C  0.1336  0.2085  1.5698
H  0.7123  0.0222  0.6650
C  -0.4488  -1.1179  2.0912
N  -1.1628  -0.9444  3.3336
C  -2.5196  -0.6704  3.3343
C  -3.2902  -0.7868  4.5019
C  -4.6502  -0.5692  4.5308
C  -5.3221  -0.2432  3.3652
C  -4.6034  -0.1468  2.1883
C  -3.2365  -0.3509  2.1740
H  -2.7179  -0.2516  1.2345
H  -5.1074  0.1034  1.2664
H  -6.3870  -0.0762  3.3796
H  -5.1699  -0.6770  5.4699
F  -2.7037  -1.1506  5.6730
C  -0.2853  -0.3813  4.3423
H  -0.8100  -0.2288  5.2807
C  0.2927  0.9563  3.8599
H  1.0193  1.3395  4.5777
H  -0.5182  1.6839  3.7326
H  0.5335  -1.0875  4.5136
H  -1.0926  -1.5831  1.3449
H  0.3859  -1.8004  2.2884
H  -0.6789  0.9124  1.3475
H  1.9367  2.3966  0.2882
H  2.3869  3.0687  -2.0108

Results
Charge   0
SMILES string   O=C1Nc2cc(C(=O)N3CCN(c4ccccc4F)CC3)ccc2N[C@H]1CSCc1ccccc1F
Energy above the lowest of the compared OMol25 structures with the same formula, charge and spin   5.5 kcal/mol
E_tot   -54748.047 eV
Gap between HOMO and LUMO   0.30535 hartree
Multiplicity   1
HOMO   -7.841 eV



Molecular weight? In order: 1591.21 305.18 203.30 192.24 85.11 508.59 g/mol.